[1]
14
Properties=species:S:1:pos:R:3:forces:R:3:mulliken_charge:R:1 method="wB97M-V/def2-TZVPD" lumo_ha="0.0322 / -0.0817" multiplicity=2 e_tot_ha=-593.05833 s_squared=0.75 homo_lumo_gap_ev="10.5 / 7.0" fmax_ev_per_a=1.0
S -1.299451 0.831729 1.671777 -0.199 0.022 0.021 -0.13
C 1.651313 -0.234186 -1.162405 -0.650 0.379 -0.595 -0.08
H 2.286934 0.573851 -0.803100 0.281 -0.173 0.373 0.26
H -0.620175 -1.426058 1.348927 0.122 -0.071 -0.081 0.23
H 1.532679 0.131240 -3.288797 0.013 0.364 0.059 0.30
H -2.301248 -1.252071 0.986925 -0.306 0.203 -0.047 0.30
O 0.302492 0.233440 -1.129265 0.001 -0.353 0.054 -0.45
C -1.531618 -0.938957 1.686362 0.655 -0.160 0.048 -0.66
H 3.113796 -0.397331 -2.694903 0.022 -0.211 -0.228 0.31
H 1.747087 -1.536954 -2.907562 0.131 -0.150 0.104 0.29
H 1.727622 -1.144121 -0.570369 0.348 0.027 0.325 0.24
H -1.751755 -1.295326 2.682158 -0.326 -0.057 0.199 0.30
H 0.038013 0.301082 -0.199460 -0.068 0.261 -0.219 0.18
C 2.037494 -0.535491 -2.597009 -0.023 -0.079 -0.015 -1.09

***

[2]
84
Properties=species:S:1:pos:R:3:forces:R:3:mulliken_charge:R:1 method="wB97M-V/def2-TZVPD" lumo_ha=-0.1568 total_charge=+1 e_tot_ha=-1894.76669 homo_lumo_gap_ev=6.9 fmax_ev_per_a=2.4
C 1.552437 2.265436 -0.183779 2.160 0.498 0.263 -0.22
H 1.706692 -0.352600 5.704516 -0.009 0.025 -0.058 0.31
H -0.210629 -5.006899 1.209891 -0.003 0.108 0.019 0.15
C 2.532484 1.119270 0.046809 0.197 -0.231 -0.432 -0.31
H -3.233616 -1.104182 -0.112949 -0.019 0.002 0.085 0.09
H 0.221338 3.097868 -2.613064 -0.129 -0.059 -0.627 0.19
H -6.303906 -3.578102 -0.559706 0.015 -0.045 0.003 0.31
C 2.455200 7.420480 -3.753147 0.330 0.076 -0.222 -0.57
C 2.690137 0.034907 -0.798773 -0.290 0.303 -0.010 -0.86
H 3.787699 5.736289 -3.525921 -0.027 0.008 -0.078 0.39
H -4.879488 -1.578454 0.392941 0.035 0.013 0.037 0.37
H 2.757249 6.071012 -2.127641 0.035 0.019 -0.006 0.34
H -0.728264 -2.376478 4.214522 -0.012 -0.004 0.081 0.23
H 2.247380 -0.923350 -0.522770 2.150 -0.668 0.889 0.35
H -2.602011 -4.351776 0.547938 -0.006 -0.001 0.028 0.11
H 5.116021 -4.393792 0.298602 0.008 -0.064 0.072 0.30
C 0.146702 -1.834524 4.573955 -0.083 -0.085 0.056 -0.66
H -7.468037 -2.984604 0.638539 0.023 -0.029 0.078 0.24
C 2.782865 6.040448 -3.221475 -0.294 0.123 0.320 -0.52
H -4.881336 -5.313072 0.370660 0.037 0.041 -0.050 0.34
C 1.317189 7.412941 -5.829419 0.071 0.110 -0.074 -0.66
H 1.101035 2.051256 5.834075 -0.027 -0.005 0.037 0.39
C -2.581857 1.768272 0.147910 -1.528 0.283 -0.548 0.81
C -6.751441 -3.774675 0.417661 -0.073 -0.011 0.106 -0.73
H -3.222749 -2.980582 1.480963 -0.075 0.012 0.020 0.27
H -1.326434 2.227377 3.488732 -0.115 -0.058 0.000 0.41
C -0.791025 1.275869 3.390600 0.131 0.081 0.202 -0.36
H 3.745999 -4.982605 1.283442 -0.001 -0.025 -0.035 0.37
O 2.570174 7.471725 -5.165380 -0.195 -0.210 0.068 -0.37
O 0.467533 1.357833 4.031118 -0.151 -0.117 -0.016 -0.31
O -5.779386 -3.782519 1.451982 0.064 0.062 -0.257 -0.38
C 2.274028 4.284174 -4.726390 -0.091 -0.160 0.075 -0.92
H 1.308343 -6.610226 -1.323925 0.000 0.027 -0.024 0.39
H 2.951137 -5.047208 -2.216411 0.020 -0.022 0.004 0.35
O -0.267735 -1.006141 5.642236 0.092 0.107 -0.207 -0.39
H -4.504731 -1.346631 -1.324048 0.015 -0.066 -0.015 0.34
O 1.816132 5.073006 -3.635526 0.046 -0.222 -0.083 -0.28
F -2.236088 0.690528 0.775909 1.103 -0.975 0.588 -0.15
H -0.612879 1.084932 2.337577 0.146 0.027 0.026 -0.29
H 1.292271 -4.035402 1.152825 -0.016 -0.009 -0.030 0.19
H 3.179370 8.131604 -3.345136 -0.024 -0.017 0.061 0.38
C -4.109033 -1.702381 -0.371705 -0.059 -0.159 -0.211 -0.59
H 0.559478 -1.252166 3.744937 0.063 0.001 0.016 0.24
H 1.420234 3.736959 -5.128674 -0.029 0.044 0.031 0.26
H 0.795081 -4.947295 -1.002506 0.033 0.032 -0.008 0.24
C -3.474555 -3.709157 0.703292 0.072 -0.277 -0.296 -0.10
C 0.705318 -0.038862 6.014476 -0.323 -0.036 0.187 -0.50
C 0.871263 -5.017262 1.386478 -0.051 -0.168 0.178 -0.36
H 0.234173 0.684640 0.002449 -0.234 0.161 0.777 0.24
F -2.513645 2.805324 0.913278 0.922 1.286 1.079 -0.24
H 1.049239 -5.229667 2.440379 -0.012 -0.070 -0.031 0.27
H 0.694176 0.019127 7.106498 0.048 0.036 -0.009 0.40
N -0.137532 2.141029 -2.527714 0.218 0.918 0.030 -0.48
C 0.373022 1.328881 5.454451 0.371 0.049 -0.070 -0.55
H -1.403267 0.465508 3.795209 -0.019 0.031 0.019 0.37
H 3.683035 -5.989539 -0.911991 -0.053 -0.024 0.065 0.37
C 1.543936 -5.706403 -0.754183 0.191 -0.461 0.031 -0.46
O 1.475364 -6.044926 0.623901 -0.043 0.378 -0.057 -0.41
H -7.282345 -4.731260 0.392987 -0.005 0.009 -0.099 0.33
F -3.852530 1.631953 -0.167182 -1.101 -0.186 -0.831 -0.29
H 1.762265 2.877957 -1.066652 -0.336 -0.200 -0.137 0.10
O 3.243602 -4.000422 -0.490707 0.030 -0.117 0.125 -0.28
H 3.126715 1.135899 0.962703 -1.648 -0.760 1.019 0.38
H 0.888646 -2.561772 4.920074 0.057 0.016 -0.092 0.37
O -3.734987 -3.055779 -0.534729 -0.069 0.155 0.140 -0.45
H 4.104034 -3.248827 1.197710 -0.012 0.022 -0.062 0.23
H 1.507422 7.232324 -6.886241 0.066 0.044 0.026 0.25
H 2.702034 4.891835 -5.524269 0.016 0.038 0.048 0.44
H 0.602004 1.485051 -2.774161 0.179 0.197 0.234 0.34
N -1.875854 1.964191 -1.093880 -0.217 -0.172 -0.205 0.00
C -0.580177 1.946719 -1.233782 -0.005 -0.345 -0.099 0.22
N 0.185746 1.699579 -0.140159 0.544 -0.104 -1.146 -0.02
C 4.095463 -4.180112 0.631083 0.070 0.142 -0.037 -0.80
C 2.929612 -5.230332 -1.137626 -0.204 0.332 -0.202 -0.51
H 3.242158 0.063951 -1.742377 -1.781 0.541 -0.946 0.31
H -2.451511 2.117591 -1.917711 0.081 -0.232 0.017 0.34
H 1.648097 2.931186 0.675866 -0.199 0.027 -0.094 0.32
H 1.457300 7.733762 -3.431372 -0.015 -0.060 0.016 0.34
H 0.791820 8.367359 -5.726749 -0.085 -0.051 0.005 0.33
H -0.620288 1.646490 5.783495 -0.026 -0.054 -0.028 0.33
H 3.019007 3.560760 -4.375683 0.086 0.026 -0.112 0.33
C -4.641753 -4.571073 1.137702 -0.061 0.155 0.381 -0.60
H 0.689761 6.605057 -5.444004 -0.006 0.023 0.031 0.24
H -4.360329 -5.107300 2.049145 0.035 -0.032 -0.034 0.37

***

[3]
13
Properties=species:S:1:pos:R:3:forces:R:3:mulliken_charge:R:1 method="wB97M-V/def2-TZVPD" lumo_ha=-0.3132 total_charge=+2 e_tot_ha=-282.00692 homo_lumo_gap_ev=11.6 fmax_ev_per_a=3.6
C -0.535721 1.871867 0.201916 0.982 -0.167 0.013 0.21
N -1.123515 2.988040 0.174871 -1.398 0.811 0.855 -0.25
C 0.206332 0.789527 0.143751 -2.243 -0.113 -1.792 -0.30
N 1.188594 -2.122865 -0.845064 -0.231 -0.487 -2.291 -0.38
H -0.156007 -0.083634 -0.544819 0.390 2.372 1.372 0.26
H 1.073662 -2.465046 -1.846729 -1.181 0.012 1.614 0.35
H 2.173478 -1.878417 -0.880754 0.211 0.517 1.595 0.32
H -0.842189 -2.654682 1.680195 -0.285 -0.243 0.117 0.37
H -1.872220 3.371461 0.855488 1.346 -1.470 -0.833 0.36
H -0.983060 3.711504 -0.549384 0.543 -0.630 -0.016 0.34
H 1.151501 0.661848 0.642812 0.161 0.395 0.297 0.37
N -0.583984 -2.081772 0.884741 2.756 0.351 -2.230 -0.20
C 0.303130 -2.107831 0.082976 -1.052 -1.348 1.297 0.56